No. 1
# C3H4N2S

One molecule with the formula C3H4N2S in a non-equilibrium geometry (ωB97M-V/def2-TZVPD, the Open Molecules 2025 dataset).

Output
Energy above the lowest of the compared OMol25 structures with the same formula, charge and spin, kcal/mol: 92.3
HOMO-LUMO gap, eV: 7.89
Total charge: 0
LUMO energy, Eh: 0.02082

CARTESIAN COORDINATES (ANGSTROEM)
C (-0.102, 0.994, -0.004)
C (-1.430, 1.054, -0.111)
C (-0.654, -1.180, 0.068)
N (1.873, -0.439, -0.004)
N (0.370, -0.339, -0.028)
S (-2.171, -0.487, -0.016)
H (0.688, 1.798, -0.100)
H (-2.116, 2.016, 0.147)
H (-0.574, -2.323, 0.070)
H (2.227, -1.316, -0.231)

No. 2
# C52H45IrN10OS4Se

C52H45IrN10OS4Se as an isolated structure (ωB97M-V/def2-TZVPD, the Open Molecules 2025 dataset).

Output
Multiplicity: 2
Energy above the lowest of the compared OMol25 structures with the same formula, charge and spin, kcal/mol: 15.6
HOMO-LUMO gap (alpha / beta), eV: 5.39 / 4.44
Total charge: +3
LUMO energy (alpha / beta), Eh: -0.32390 / -0.35872

CARTESIAN COORDINATES (ANGSTROEM)
Ir (0.799, -0.110, 0.474)
N (0.777, 0.415, -1.594)
S (-3.305, 2.213, 0.901)
N (-4.101, 1.948, -0.550)
S (-4.333, 0.551, -1.124)
N (-3.824, -0.714, -0.372)
S (-2.391, -1.348, -0.109)
N (-1.276, -0.403, 0.121)
C (-2.199, -2.542, -1.432)
C (-1.043, -2.512, -2.186)
C (-0.901, -3.377, -3.265)
C (-1.917, -4.268, -3.572)
C (-3.082, -4.292, -2.809)
C (-3.232, -3.423, -1.742)
C (-2.947, -2.383, 1.246)
C (-3.607, -1.732, 2.282)
C (-4.107, -2.476, 3.338)
C (-3.964, -3.860, 3.345)
C (-3.301, -4.497, 2.306)
C (-2.777, -3.759, 1.251)
C (-3.831, 0.636, -2.825)
C (-3.988, -0.491, -3.622)
C (-3.652, -0.412, -4.963)
C (-3.201, 0.790, -5.498)
C (-3.090, 1.918, -4.697)
C (-3.410, 1.848, -3.347)
C (-6.068, 0.214, -1.258)
C (-6.846, 1.229, -1.804)
C (-8.211, 1.031, -1.910)
C (-8.778, -0.161, -1.474)
C (-7.986, -1.161, -0.927)
C (-6.614, -0.981, -0.815)
C (-4.493, 2.054, 2.205)
C (-4.097, 2.551, 3.444)
C (-4.929, 2.404, 4.541)
C (-6.163, 1.779, 4.406)
C (-6.561, 1.311, 3.164)
C (-5.729, 1.442, 2.059)
C (0.094, 2.385, -3.023)
C (0.571, 3.753, -2.510)
C (0.260, 4.790, -3.549)
C (0.447, 4.446, -4.826)
C (0.903, 3.094, -5.180)
C (0.762, 2.075, -4.328)
H (-0.270, -1.811, -1.921)
H (-0.001, -3.356, -3.866)
H (-1.807, -4.948, -4.406)
H (-3.876, -4.985, -3.053)
H (-4.145, -3.423, -1.163)
H (-3.786, -0.662, 2.235)
H (-4.643, -1.981, 4.137)
H (-4.382, -4.442, 4.155)
H (-3.194, -5.574, 2.308)
H (-2.258, -4.265, 0.450)
H (-4.384, -1.407, -3.210)
H (-3.770, -1.280, -5.598)
H (-2.967, 0.853, -6.552)
H (-2.785, 2.861, -5.128)
H (-3.387, 2.721, -2.709)
H (-6.396, 2.159, -2.127)
H (-8.835, 1.808, -2.331)
H (-9.847, -0.309, -1.558)
H (-8.435, -2.082, -0.583)
H (-5.986, -1.740, -0.373)
H (-3.159, 3.087, 3.542)
H (-4.629, 2.808, 5.499)
H (-6.820, 1.683, 5.260)
H (-7.532, 0.848, 3.045)
H (-6.059, 1.091, 1.093)
H (1.668, 3.688, -2.421)
H (-0.031, 5.793, -3.264)
H (0.296, 5.166, -5.619)
H (1.335, 2.934, -6.159)
H (1.050, 1.065, -4.593)
C (0.255, 1.558, -1.809)
C (-0.164, 2.399, -0.611)
C (-0.014, 3.871, -1.067)
C (0.921, 4.660, -0.216)
C (1.812, 4.070, 0.607)
C (2.874, 4.774, 1.285)
C (3.878, 4.101, 1.918)
C (3.939, 2.689, 1.879)
C (2.920, 1.936, 1.315)
S (3.011, 0.274, 0.990)
C (1.755, 2.622, 0.782)
N (0.748, 1.909, 0.406)
H (-0.996, 2.467, -3.178)
H (-1.190, 2.127, -0.336)
H (1.036, -0.107, -2.427)
H (-0.989, 4.360, -1.096)
H (0.938, 5.738, -0.344)
H (2.884, 5.856, 1.237)
H (4.680, 4.647, 2.394)
H (4.811, 2.183, 2.275)
N (-1.421, 0.654, 2.789)
C (-0.244, 0.248, 3.278)
N (-0.056, 0.177, 4.602)
O (0.757, -0.036, 2.541)
H (-2.212, 0.761, 3.403)
H (-1.621, 0.469, 1.803)
H (-0.747, 0.504, 5.256)
H (0.869, -0.022, 4.943)
Se (-0.063, -3.991, 3.692)
N (0.992, -5.036, 2.764)
C (1.348, -4.356, 1.685)
C (2.217, -4.852, 0.678)
C (2.512, -4.020, -0.353)
C (1.968, -2.715, -0.383)
N (1.152, -2.200, 0.513)
C (0.808, -3.021, 1.580)
N (0.005, -2.647, 2.552)
H (2.622, -5.852, 0.761)
H (3.171, -4.319, -1.155)
H (2.237, -2.063, -1.206)

No. 3
# C41H31CoN10O2

C41H31CoN10O2 as an isolated structure in a non-equilibrium geometry (ωB97M-V/def2-TZVPD, the Open Molecules 2025 dataset).

Output
Multiplicity: 2
Energy above the lowest of the compared OMol25 structures with the same formula, charge and spin, kcal/mol: 0.0
HOMO-LUMO gap (alpha / beta), eV: 5.50 / 5.50
Total charge: +1
LUMO energy (alpha / beta), Eh: -0.17900 / -0.17902

CARTESIAN COORDINATES (ANGSTROEM)
Co (-0.601, -0.456, 0.054)
C (-1.024, -0.247, 6.502)
C (0.353, -0.442, 6.479)
C (1.057, -0.543, 5.282)
C (0.342, -0.443, 4.110)
C (0.775, -0.482, 2.667)
N (-0.502, -0.417, 1.908)
C (-1.497, -0.264, 2.756)
N (-2.804, -0.119, 2.450)
C (-3.187, 0.068, 1.228)
C (-4.580, 0.247, 0.825)
C (-5.766, 0.087, 1.510)
C (-6.943, 0.228, 0.780)
C (-6.917, 0.537, -0.576)
C (-5.717, 0.730, -1.253)
C (-4.550, 0.561, -0.535)
C (-3.145, 0.515, -0.935)
N (-2.724, 0.690, -2.172)
C (-1.556, 0.243, -2.572)
N (-0.690, -0.491, -1.816)
C (0.212, -1.074, -2.660)
N (1.113, -1.956, -2.329)
C (1.371, -2.247, -1.055)
N (0.880, -1.623, 0.023)
C (1.596, -2.079, 1.150)
N (1.563, -1.622, 2.338)
C (2.495, -3.159, 0.720)
C (3.383, -3.960, 1.406)
C (4.112, -4.885, 0.664)
C (3.961, -4.992, -0.715)
C (3.075, -4.172, -1.405)
C (2.353, -3.258, -0.663)
C (-0.031, -0.630, -4.028)
C (0.561, -0.970, -5.227)
C (0.054, -0.381, -6.381)
C (-1.012, 0.510, -6.318)
C (-1.621, 0.834, -5.110)
C (-1.119, 0.244, -3.967)
N (-2.367, 0.195, 0.131)
C (-1.034, -0.269, 4.137)
C (-1.745, -0.173, 5.318)
H (-1.537, -0.153, 7.450)
H (0.891, -0.502, 7.416)
H (2.126, -0.703, 5.273)
H (-5.769, -0.149, 2.565)
H (-7.899, 0.094, 1.268)
H (-7.850, 0.616, -1.118)
H (-5.693, 0.980, -2.305)
H (3.494, -3.867, 2.477)
H (4.815, -5.534, 1.169)
H (4.541, -5.727, -1.257)
H (2.943, -4.240, -2.476)
H (1.375, -1.682, -5.256)
H (0.489, -0.624, -7.341)
H (-1.384, 0.954, -7.232)
H (-2.455, 1.521, -5.068)
H (-2.819, -0.049, 5.302)
C (5.462, 0.023, 1.071)
C (4.239, 0.357, 1.616)
C (3.183, 0.633, 0.742)
N (3.326, 0.608, -0.583)
C (4.518, 0.301, -1.090)
C (5.614, -0.020, -0.310)
H (6.304, -0.181, 1.720)
H (4.089, 0.439, 2.682)
H (1.342, 1.631, 0.658)
H (4.576, 0.302, -2.174)
H (6.558, -0.291, -0.762)
O (1.562, 0.725, 2.482)
N (1.927, 0.988, 1.189)
C (-1.199, 3.411, 1.377)
C (-1.143, 3.442, -0.138)
O (-0.271, 2.417, -0.618)
C (0.459, 2.791, -1.797)
C (1.591, 3.769, -1.529)
H (-1.754, 4.279, 1.731)
H (-0.192, 3.451, 1.794)
H (-1.695, 2.510, 1.741)
H (-0.778, 4.416, -0.469)
H (-2.139, 3.287, -0.568)
H (-0.243, 3.201, -2.532)
H (0.876, 1.862, -2.180)
H (1.230, 4.704, -1.102)
H (2.093, 3.991, -2.470)
H (2.318, 3.336, -0.842)

- Among the records above, which one has the highest energy above the lowest of the compared OMol25 structures with the same formula, charge and spin?
  C3H4N2S

- Look up the total charge of the third one.
  +1

Copy entry 1 word for word.
# C3H4N2S

One molecule with the formula C3H4N2S in a non-equilibrium geometry (ωB97M-V/def2-TZVPD, the Open Molecules 2025 dataset).

Output
Energy above the lowest of the compared OMol25 structures with the same formula, charge and spin, kcal/mol: 92.3
HOMO-LUMO gap, eV: 7.89
Total charge: 0
LUMO energy, Eh: 0.02082

CARTESIAN COORDINATES (ANGSTROEM)
C (-0.102, 0.994, -0.004)
C (-1.430, 1.054, -0.111)
C (-0.654, -1.180, 0.068)
N (1.873, -0.439, -0.004)
N (0.370, -0.339, -0.028)
S (-2.171, -0.487, -0.016)
H (0.688, 1.798, -0.100)
H (-2.116, 2.016, 0.147)
H (-0.574, -2.323, 0.070)
H (2.227, -1.316, -0.231)

- total charge of number 3 (C41H31CoN10O2)?
  +1